1.
Density functional theory data (ωB97M-V/def2-TZVPD) for 2 unconnected molecules or ions with the total composition C5H12N2O at a distorted geometry.

Geometry as XYZ:
```
20
Properties=species:S:1:pos:R:3
C 1.41529 -1.55448 -0.03985
N 1.68243 -0.90519 -1.08906
C 0.29231 0.78789 1.38847
C 1.52014 1.27614 1.40643
H 0.64086 0.46187 -1.18161
H 2.66255 -0.88042 -1.36141
H 2.13971 -2.12112 0.55132
H 0.36954 -1.62398 0.23882
H -0.16176 0.37362 2.27925
H 1.95695 1.70819 0.51974
H 2.14094 1.23995 2.28683
C -2.15390 -0.47454 -1.15162
N -1.43093 -0.31055 0.10005
C -0.66330 0.94127 0.19100
O -0.01557 1.22573 -0.98728
H -2.07591 -0.35228 0.88241
H -1.32766 1.80627 0.39968
H -2.73785 -1.39286 -1.09350
H -1.43304 -0.57262 -1.95950
H -2.82080 0.36712 -1.38016
```

E_tot: -10405.392 eV
SMILES string: C=C[C@@H](O)NC.C=N
lowest unoccupied orbital energy: 1.1 eV
ΔE to the lowest compared entry with this formula, charge and spin: 292.50 kJ/mol
gap between HOMO and LUMO: 9.89 eV
M: 116.2 g mol⁻¹

=====

2.
Density functional theory data (ωB97M-V/def2-TZVPD) for a gas-phase ion, C3H6F2N (charge +1) at a distorted geometry.

Geometry as XYZ:
```
12
Properties=species:S:1:pos:R:3
C 0.25893 -0.49581 -0.06304
C 0.26442 0.62412 1.29634
C -0.99815 0.21066 0.60204
N 0.52216 -0.19829 -1.47778
F 0.47202 0.15394 2.56917
F -1.84254 -0.61051 1.23869
H 0.37549 -1.58990 0.06527
H 0.73729 1.55776 1.25467
H -1.60426 0.84616 0.02916
H 1.37930 -0.60524 -1.70328
H 0.57906 0.85480 -1.85196
H -0.14372 -0.74768 -1.95928
```

net charge: +1
E_tot: -10117.577 eV
spin multiplicity: 3
lowest unoccupied orbital energy (alpha / beta): -4.3 / -7.8 eV
ΔE to the lowest compared entry with this formula, charge and spin: 0.00 kJ/mol
gap between HOMO and LUMO (alpha / beta): 5.41 / 8.37 eV
M: 94.1 g mol⁻¹

=====

3.
Density functional theory data (ωB97M-V/def2-TZVPD) for 2 unconnected molecules or ions with the total composition C3H8N2O at a distorted geometry.

Geometry as XYZ:
```
14
Properties=species:S:1:pos:R:3
C -0.64131 0.23451 -2.52251
C 0.61280 -0.09617 -2.19840
O 0.94437 -0.90764 -1.14350
H -1.43980 -0.02213 -1.84189
H -0.75709 0.70876 -3.49240
H 1.49231 0.34781 -2.65374
H 1.05776 -0.35661 -0.32671
N -0.93623 0.41433 2.30226
C -0.05857 -0.38937 1.59885
N 1.21205 -0.24811 1.56731
H -1.80868 0.77998 1.97879
H -0.71894 0.56453 3.27287
H -0.54008 -1.20087 1.04232
H 1.58140 0.17096 2.41675
```

E_tot: -8266.335 eV
SMILES string: [H]/N=C\N.C=CO
lowest unoccupied orbital energy: 0.8 eV
ΔE to the lowest compared entry with this formula, charge and spin: 288.57 kJ/mol
gap between HOMO and LUMO: 10.05 eV
M: 88.1 g mol⁻¹

=====

4.
Density functional theory data (ωB97M-V/def2-TZVPD) for C3H5NO2 in the gas phase.

Geometry as XYZ:
```
11
Properties=species:S:1:pos:R:3
O -0.17445 -0.77550 2.31477
C -0.54467 0.11305 1.34737
C 1.10494 0.51389 -1.49018
N -0.13802 0.12202 -1.21028
C -0.60091 -0.31826 -0.01602
O -1.81417 -0.11185 0.62003
H 0.08791 -1.56992 1.82552
H -0.46901 1.14360 1.69083
H 1.72950 0.75142 -0.64061
H 1.55094 0.21575 -2.43099
H -0.73206 -0.08421 -2.01045
```

E_tot: -8772.777 eV
lowest unoccupied orbital energy (alpha / beta): 0.3 / 0.5 eV
ΔE to the lowest compared entry with this formula, charge and spin: 474.47 kJ/mol
gap between HOMO and LUMO (alpha / beta): 7.60 / 7.90 eV
M: 87.1 g mol⁻¹

=====

5.
Density functional theory data (ωB97M-V/def2-TZVPD) for 2 unconnected molecules or ions with the total composition C4H7NO3 at a distorted geometry.

Geometry as XYZ:
```
15
Properties=species:S:1:pos:R:3
C -0.76148 0.20763 -1.38341
C 0.74478 -0.55370 -1.25811
C -0.22970 -0.56096 -0.12593
C -0.19757 1.10599 1.83523
H -1.65620 1.51965 -0.28741
H -1.42464 -0.53299 -2.14336
H 1.02265 -1.41693 -1.89113
H 1.53214 0.05200 -1.20529
H -0.52651 -1.64580 0.08364
H 1.75744 -1.75834 0.30988
H 0.49594 1.13583 2.86357
N 0.31827 0.14604 0.94904
O -1.14313 1.46279 -1.04022
O 1.23666 -0.80075 1.68474
O -1.16862 1.63953 1.60876
```

E_tot: -11884.741 eV
lowest unoccupied orbital energy: -1.8 eV
ΔE to the lowest compared entry with this formula, charge and spin: 1016.59 kJ/mol
gap between HOMO and LUMO: 7.41 eV
M: 117.1 g mol⁻¹

=====

6.
Density functional theory data (ωB97M-V/def2-TZVPD) for 2 unconnected molecules or ions with the total composition ClH5N2Si at a distorted geometry.

Geometry as XYZ:
```
9
Properties=species:S:1:pos:R:3
N 0.91711 -0.83079 -0.40426
N 0.92039 1.73655 0.85217
Si 0.29100 0.23216 0.77143
Cl -2.64667 -0.03442 -1.00729
H 1.64387 -0.57386 -1.13707
H 0.65573 -1.76049 -0.47249
H 0.58672 2.43492 1.47156
H -1.83029 -0.65373 -1.73404
H -0.53785 -0.55034 1.66000
```

E_tot: -23461.410 eV
SMILES string: [H]/N=[SiH]/N.Cl
lowest unoccupied orbital energy: 0.5 eV
ΔE to the lowest compared entry with this formula, charge and spin: 261.03 kJ/mol
gap between HOMO and LUMO: 9.47 eV
M: 96.6 g mol⁻¹

=====

7.
Density functional theory data (ωB97M-V/def2-TZVPD) for 2 unconnected molecules or ions with the total composition CH5N2S2 at a distorted geometry.

Geometry as XYZ:
```
10
Properties=species:S:1:pos:R:3
C 1.80154 -0.28321 -0.09814
N -1.73617 0.48417 -0.05371
N 0.57736 -0.68290 0.02128
S 2.63948 1.24146 -0.00936
S 3.42212 -0.73265 -0.02357
H -0.75610 -0.03024 0.18508
H -1.94928 1.33586 -0.57189
H 0.63593 -1.68894 0.18906
H -2.25652 0.56688 0.81004
H -2.37837 -0.21043 -0.44880
```

net charge: +1
E_tot: -25760.905 eV
lowest unoccupied orbital energy: -4.5 eV
ΔE to the lowest compared entry with this formula, charge and spin: 144.23 kJ/mol
gap between HOMO and LUMO: 8.43 eV
M: 109.2 g mol⁻¹

=====

8.
Density functional theory data (ωB97M-V/def2-TZVPD) for a molecular structure, C15H24AsBrCrN6O4S3.

Geometry as XYZ:
```
55
Properties=species:S:1:pos:R:3
Cr 0.38973 0.00028 0.08047
O -4.59797 3.87331 -0.72122
C -3.99258 2.68332 -0.92690
C -3.29044 2.37855 -2.08509
C -2.66958 1.15105 -2.16747
N -2.74367 0.21839 -1.21360
C -3.44520 0.53185 -0.15056
Br -3.58492 -0.83241 1.18320
C -4.08841 1.72961 0.07902
H -4.38445 4.47517 -1.44320
H -3.17476 3.10548 -2.87852
H -2.06166 0.90267 -3.02834
H -4.64041 1.92738 0.98516
S 2.88032 -1.27842 0.90155
C 3.86137 -0.40632 -0.15443
N 3.90571 0.91931 -0.26652
C 4.69043 1.33995 -1.41878
C 5.46238 0.05526 -1.78132
N 4.72677 -0.95131 -1.02989
H 3.13259 1.46913 0.11030
H 5.35822 2.15940 -1.15991
H 4.03126 1.66315 -2.22677
H 6.50749 0.10393 -1.46750
H 5.42815 -0.15012 -2.85029
H 4.93859 -1.93178 -1.00339
O 1.36156 1.86099 0.46648
S 0.68177 2.45744 -0.76217
O 1.25889 3.69981 -1.18412
O -0.74577 2.44369 -0.45746
S 0.98451 0.92188 -2.09680
C 1.28041 -3.17159 -1.73715
As -0.20073 -2.39023 -0.75585
C -1.62047 -2.64007 -2.05365
C -0.59691 -3.80909 0.51648
H 0.98018 -4.12907 -2.16317
H 2.12614 -3.29561 -1.06404
H 1.56546 -2.48579 -2.53469
H -1.59788 -3.66491 -2.42647
H -1.46084 -1.94107 -2.87286
H -2.57834 -2.41448 -1.59505
H -0.86652 -4.72412 -0.01087
H -1.42352 -3.50122 1.15559
H 0.28397 -3.99682 1.13051
N -2.00446 2.24315 4.27163
C -1.37101 1.11494 3.85100
C -0.86647 1.02007 2.54041
N -0.23522 -0.06845 2.14424
C -0.06932 -1.07490 3.01301
C -0.57031 -0.96059 4.29078
N -1.22391 0.11919 4.71685
H -2.29216 2.93328 3.60216
H -2.48580 2.20537 5.15265
H -0.97496 1.82542 1.82026
H 0.46674 -1.94887 2.67183
H -0.44400 -1.76517 5.00447
```

E_tot: -224886.516 eV
spin multiplicity: 5
lowest unoccupied orbital energy (alpha / beta): 0.2 / 0.1 eV
ΔE to the lowest compared entry with this formula, charge and spin: 0.00 kJ/mol
gap between HOMO and LUMO (alpha / beta): 7.80 / 8.30 eV
M: 655.4 g mol⁻¹

=====

9.
Density functional theory data (ωB97M-V/def2-TZVPD) for C3H3NO2 in the gas phase at a distorted geometry.

Geometry as XYZ:
```
9
Properties=species:S:1:pos:R:3
O 1.92898 -0.60185 0.72091
C 1.68373 0.25918 -0.08143
O 0.40408 0.50918 -0.35851
C -0.66563 -0.50238 0.02151
C -1.80434 0.39110 -0.03478
N -2.62524 1.20555 -0.03045
H 2.42857 0.96460 -0.51931
H -0.71822 -1.28375 -0.75041
H -0.63194 -0.94162 1.03246
```

E_tot: -8743.394 eV
SMILES string: N#CCOC=O
lowest unoccupied orbital energy: 0.6 eV
ΔE to the lowest compared entry with this formula, charge and spin: 167.61 kJ/mol
gap between HOMO and LUMO: 11.81 eV
M: 85.1 g mol⁻¹

=====

10.
Density functional theory data (ωB97M-V/def2-TZVPD) for a molecular structure, C3H4HgO4 at a distorted geometry.

Geometry as XYZ:
```
12
Properties=species:S:1:pos:R:3
C -1.70137 -0.05417 0.14358
C -0.84140 -0.67074 1.20748
O 0.41409 0.04396 1.40984
C 1.25414 0.12058 0.35080
O 0.95200 -0.51941 -0.68840
O 2.14906 0.99170 0.39642
O -2.38133 -0.67610 -0.64595
H -1.58089 1.04601 0.02799
H -0.65468 -1.73106 0.98732
H -1.38216 -0.60776 2.16274
Hg 2.67199 0.89673 -1.97621
H 1.10054 1.16026 -3.37560
```

net charge: -1
E_tot: -15540.076 eV
spin multiplicity: 2
lowest unoccupied orbital energy (alpha / beta): 3.6 / 3.2 eV
ΔE to the lowest compared entry with this formula, charge and spin: 0.00 kJ/mol
gap between HOMO and LUMO (alpha / beta): 6.33 / 7.73 eV
M: 304.7 g mol⁻¹

=====

11.
Density functional theory data (ωB97M-V/def2-TZVPD) for a molecular structure, C20H46O27P3V at a distorted geometry.

Geometry as XYZ:
```
97
Properties=species:S:1:pos:R:3
O -0.31935 -0.30895 -1.14835
V 0.89426 0.52921 -1.80277
O 2.23824 -0.10098 -1.06679
O 1.69924 -3.13051 -6.70293
C 0.73411 -2.85362 -5.81122
O 1.06124 -2.08809 -4.86324
O -0.46374 -3.02544 -6.18201
H 2.37668 -2.84346 -6.08627
O -1.78456 2.73342 -3.86698
C -2.87571 2.14985 -4.30672
O -2.91996 0.93964 -4.57448
O -3.77838 2.88286 -4.70453
H -2.10734 3.61938 -4.04719
O 1.61859 5.95683 -1.47589
C 1.43008 5.39617 -0.30148
O 1.51148 6.16387 0.67328
O 1.31059 4.17123 -0.22541
H 1.99933 6.72987 -1.05274
C -4.54315 2.59275 7.36165
O -3.52624 3.44041 6.82627
P -2.51779 2.99304 5.57277
O -1.62247 4.13754 5.20103
O -1.81853 1.63695 6.18326
C -0.50655 1.32659 5.72018
O -3.56377 2.51572 4.45661
C -2.97811 2.00753 3.28686
H -4.15123 2.26102 8.32314
H -4.68735 1.60536 6.92308
H -5.47293 3.12925 7.55080
H 0.13130 1.21229 6.59664
H -0.06114 2.08114 5.07183
H -0.56055 0.45907 5.06245
H -3.72733 1.64514 2.58300
H -2.31560 1.18666 3.56136
H -2.45314 2.76808 2.70885
C 3.94526 4.50371 -8.43040
O 3.96151 3.86749 -7.15552
P 3.21508 2.42394 -6.91201
O 3.14106 2.16147 -5.44818
O 1.77980 2.56476 -7.60741
C 1.31865 1.60962 -8.56376
O 3.95656 1.32018 -7.81675
C 4.93843 0.48745 -7.23761
H 4.97740 4.38995 -8.76185
H 3.83782 5.58840 -8.43508
H 3.27021 3.93154 -9.06681
H 0.99199 2.10116 -9.48014
H 0.56026 1.16808 -7.91724
H 2.04147 0.90488 -8.97482
H 5.00500 -0.40688 -7.85716
H 4.67487 0.12825 -6.24281
H 5.85434 1.07620 -7.18683
C -2.16253 -5.78295 4.78513
O -1.67536 -4.98980 3.81734
P -0.11075 -5.14490 3.41488
O 0.47273 -6.51389 3.29008
O -0.28614 -4.33800 2.04168
C -0.59252 -4.96198 0.85010
O 0.67329 -4.13666 4.44820
C 2.09454 -4.28552 4.63053
H -2.88614 -6.44265 4.30629
H -2.55777 -4.98659 5.41577
H -1.43418 -6.29304 5.41553
H -0.12188 -4.58956 -0.05978
H -1.65925 -4.76388 0.74556
H -0.41076 -6.03585 0.89313
H 2.62210 -4.81593 3.83778
H 2.17075 -4.90505 5.52410
H 2.51344 -3.31672 4.90262
O 8.41921 0.86603 -1.20148
C 7.54260 0.49048 -0.38869
O 7.19902 1.12733 0.82836
C 7.51908 2.44347 1.11448
C 6.59924 3.48688 0.42945
C 6.91459 -0.91346 -0.48158
H 8.53281 2.63457 0.76248
H 7.65353 2.54972 2.19092
H 6.35123 3.29968 -0.61532
H 7.08767 4.45949 0.48917
H 5.56496 3.48904 0.77348
H 6.01125 -0.93609 -1.09114
H 6.50820 -1.26675 0.46612
H 7.55392 -1.69552 -0.89115
O -8.00890 -1.48699 4.27341
C -8.54855 -2.44631 3.66328
O -7.99184 -3.31459 2.79549
C -6.71389 -3.01622 2.33031
C -6.80094 -2.19578 1.06883
C -10.03829 -2.65168 3.82702
H -6.09223 -3.88402 2.10990
H -6.19326 -2.51188 3.14437
H -7.05730 -2.68942 0.13144
H -5.83342 -1.73998 0.85848
H -7.52572 -1.38688 1.16095
H -10.43706 -1.94972 4.55938
H -10.10323 -3.65586 4.24594
H -10.48219 -2.54258 2.83749
```

net charge: -2
E_tot: -130323.698 eV
lowest unoccupied orbital energy: 0.5 eV
gap between HOMO and LUMO: 2.96 eV
M: 862.4 g mol⁻¹

=====

12.
Density functional theory data (ωB97M-V/def2-TZVPD) for a gas-phase ion, C5H10N (charge +1) at a distorted geometry.

Geometry as XYZ:
```
16
Properties=species:S:1:pos:R:3
C -0.86015 1.20541 1.05689
C -1.15809 0.82061 -0.17107
C 0.11207 0.31321 1.77613
C -0.48799 -0.39655 -0.66701
C 0.43198 -0.26236 -1.83410
N 0.52771 -0.71252 0.80342
H -1.26200 2.06906 1.55367
H -1.84479 1.33248 -0.82276
H 0.97087 0.88199 2.13966
H -0.37943 -0.14974 2.63593
H -1.12709 -1.27708 -0.71576
H 0.96303 -1.18823 -2.04358
H 1.13954 0.55457 -1.70511
H -0.17734 -0.03329 -2.70936
H 1.49362 -0.61045 0.49467
H 0.35029 -1.66905 1.10132
```

net charge: +1
E_tot: -6829.899 eV
SMILES string: C[C@@H]1C=CC[NH2+]1
lowest unoccupied orbital energy: -3.3 eV
ΔE to the lowest compared entry with this formula, charge and spin: 29.25 kJ/mol
gap between HOMO and LUMO: 11.19 eV
M: 84.1 g mol⁻¹